ORCA calculation (wB97M-V/def2-TZVPD) on a structure of composition C65H99N5O2P2S2SbSiTi in a non-equilibrium geometry.

Each line ends with the Löwdin charge.
Geometry (Å):
Ti  -0.50  0.82  -0.40  0.7566
C  -4.24  1.60  -0.52  -0.1827
Si  -2.98  0.31  -0.13  0.6027
C  -3.29  -0.23  1.67  -0.2824
C  -4.53  -0.84  1.91  -0.0824
C  -4.90  -1.28  3.17  -0.0561
C  -4.01  -1.12  4.23  -0.0670
C  -2.79  -0.52  4.02  -0.1215
C  -2.42  -0.06  2.75  -0.3945
P  -0.87  0.82  2.47  1.1120
C  -1.10  2.49  3.30  -0.3933
C  -1.76  3.58  2.44  -0.2028
C  -3.29  3.55  2.49  -0.1862
C  -3.77  3.75  3.92  -0.1900
C  -3.26  2.60  4.78  -0.1823
C  -1.73  2.48  4.72  -0.1774
C  0.46  -0.01  3.52  -0.3733
C  0.89  0.76  4.79  -0.2102
C  2.19  0.18  5.36  -0.1681
C  2.18  -1.36  5.44  -0.1762
C  0.76  -1.88  5.24  -0.1861
C  0.23  -1.50  3.86  -0.2012
C  -3.45  -1.24  -1.08  -0.3179
C  -4.71  -1.31  -1.68  -0.0850
C  -5.09  -2.42  -2.42  -0.0550
C  -4.21  -3.48  -2.57  -0.0486
C  -2.96  -3.43  -1.97  -0.0890
C  -2.57  -2.32  -1.22  -0.4025
P  -0.93  -2.23  -0.40  1.1412
C  0.23  -3.26  -1.46  -0.3789
C  -0.01  -4.81  -1.50  -0.2010
C  0.07  -5.39  -2.91  -0.1934
C  1.36  -4.92  -3.57  -0.1789
C  1.28  -3.40  -3.83  -0.1726
C  0.29  -2.69  -2.89  -0.2327
C  -1.29  -3.20  1.19  -0.3848
C  -0.16  -4.15  1.64  -0.1938
C  -0.47  -4.83  2.97  -0.1812
C  -1.81  -5.55  2.94  -0.1920
C  -2.91  -4.57  2.54  -0.1830
C  -2.63  -3.95  1.18  -0.1885
H  -5.22  1.32  -0.12  0.0480
H  -4.31  1.73  -1.60  0.0336
H  -3.95  2.56  -0.08  0.0074
H  -5.23  -0.98  1.08  0.1054
H  -5.86  -1.75  3.32  0.1132
H  -4.28  -1.47  5.23  0.1149
H  -2.12  -0.38  4.87  0.1095
H  -0.06  2.79  3.41  0.0699
H  -1.41  3.52  1.43  0.0397
H  -1.43  4.55  2.85  0.1208
H  -3.66  2.59  2.12  0.0960
H  -3.69  4.33  1.83  0.1000
H  -4.86  3.81  3.96  0.1135
H  -3.39  4.71  4.30  0.1170
H  -3.73  1.69  4.43  0.0910
H  -3.55  2.74  5.82  0.1173
H  -1.41  1.62  5.29  0.0708
H  -1.31  3.36  5.23  0.1293
H  1.30  0.02  2.84  0.0666
H  0.11  0.69  5.55  0.0949
H  1.04  1.82  4.59  0.0892
H  2.34  0.61  6.36  0.1142
H  3.04  0.52  4.76  0.0877
H  2.58  -1.69  6.40  0.1116
H  2.81  -1.79  4.66  0.0966
H  0.11  -1.49  6.03  0.1168
H  0.75  -2.97  5.34  0.1075
H  -0.82  -1.78  3.80  0.0654
H  0.75  -2.09  3.12  0.0887
H  -5.39  -0.47  -1.59  0.1004
H  -6.07  -2.45  -2.89  0.1087
H  -4.49  -4.35  -3.15  0.1104
H  -2.29  -4.27  -2.10  0.0835
H  1.20  -3.07  -1.00  0.0770
H  -0.96  -5.09  -1.04  0.0807
H  0.77  -5.29  -0.91  0.1067
H  -0.78  -5.08  -3.52  0.1137
H  0.04  -6.48  -2.84  0.1172
H  1.56  -5.45  -4.50  0.1107
H  2.20  -5.14  -2.89  0.1132
H  0.95  -3.23  -4.85  0.1111
H  2.27  -2.96  -3.75  0.0712
H  -0.71  -2.72  -3.33  0.0893
H  0.54  -1.63  -2.83  0.0570
H  -1.37  -2.41  1.93  0.0632
H  0.80  -3.63  1.68  0.0800
H  -0.05  -4.95  0.91  0.0837
H  -0.49  -4.10  3.78  0.0869
H  0.34  -5.53  3.21  0.1185
H  -2.02  -6.00  3.91  0.1121
H  -1.77  -6.37  2.21  0.1188
H  -2.98  -3.78  3.30  0.1062
H  -3.88  -5.08  2.52  0.1164
H  -3.44  -3.27  0.91  0.0961
H  -2.62  -4.74  0.42  0.1129
C  5.22  2.29  0.27  -0.1592
C  5.23  1.07  -0.66  -0.5496
C  6.59  0.37  -0.60  -0.1331
Sb  3.54  -0.26  -0.28  1.5035
C  3.62  -1.41  -2.13  -0.5682
C  4.76  -2.41  -2.26  -0.1265
C  3.55  -0.49  -3.36  -0.1365
C  4.56  -1.73  0.94  -0.5923
C  4.96  -1.13  2.29  -0.1473
C  3.64  -2.94  1.13  -0.1602
H  5.46  2.01  1.29  0.0612
H  4.24  2.79  0.29  0.0282
H  5.97  3.02  -0.06  0.0840
H  5.05  1.41  -1.68  0.0661
H  6.83  0.05  0.42  0.0668
H  7.38  1.08  -0.90  0.0840
H  6.66  -0.50  -1.25  0.0507
H  2.68  -1.96  -2.06  0.0219
H  5.72  -1.92  -2.37  0.0626
H  4.61  -3.02  -3.17  0.0785
H  4.83  -3.10  -1.42  0.0567
H  4.44  0.14  -3.44  0.0727
H  2.68  0.17  -3.35  0.0444
H  3.50  -1.09  -4.27  0.0762
H  5.46  -2.03  0.40  0.0732
H  4.07  -0.96  2.92  0.0434
H  5.49  -0.17  2.20  0.0522
H  5.61  -1.81  2.85  0.0866
H  2.72  -2.64  1.64  0.0409
H  4.12  -3.71  1.75  0.0880
H  3.36  -3.40  0.18  0.0534
C  1.08  5.02  0.77  -0.0160
C  1.86  4.04  1.58  -0.3923
N  1.85  2.72  1.51  0.1104
C  2.81  2.29  2.42  -0.2144
C  3.38  3.35  3.05  -0.0841
N  2.77  4.46  2.51  0.1069
H  0.35  5.55  1.38  0.0815
H  1.75  5.75  0.31  0.0920
H  0.54  4.49  -0.01  0.0344
H  3.06  1.25  2.53  0.0600
H  4.16  3.41  3.80  0.1213
H  2.97  5.41  2.73  0.1580
N  0.53  0.70  -9.07  0.1242
C  0.08  0.66  -7.78  -0.3003
C  -0.99  1.47  -7.37  -0.0136
C  -1.43  1.43  -6.06  -0.0778
C  -0.80  0.60  -5.15  -0.3903
C  0.25  -0.23  -5.55  -0.0662
C  0.70  -0.19  -6.84  -0.0090
S  -1.51  0.40  -3.58  0.5924
O  -2.43  1.49  -3.36  -0.2928
O  -1.99  -0.94  -3.51  -0.2626
N  -0.24  0.52  -2.47  -0.2199
C  0.63  1.62  -2.61  -0.7452
S  0.76  2.69  -3.98  1.1165
C  1.91  3.62  -3.10  -0.3625
C  2.11  3.08  -1.88  -0.2395
N  1.39  1.93  -1.61  -0.0428
H  0.01  1.20  -9.77  0.1003
H  1.20  0.03  -9.40  0.0993
H  -1.47  2.12  -8.09  0.1181
H  -2.25  2.06  -5.74  0.1184
H  0.73  -0.89  -4.83  0.0923
H  1.53  -0.82  -7.16  0.1182
H  2.40  4.48  -3.54  0.0801
H  2.81  3.45  -1.14  0.0961
C  -3.14  5.61  -0.83  -0.0374
C  -2.20  4.90  -1.82  -0.5870
C  -1.05  5.84  -2.20  -0.0340
C  -2.99  4.51  -3.09  -0.0339
C  -1.67  3.68  -1.19  -0.0766
C  -1.22  2.67  -0.67  -0.1561
H  -3.46  6.57  -1.25  0.0918
H  -2.64  5.80  0.12  0.0808
H  -4.03  5.00  -0.64  0.0836
H  -1.45  6.72  -2.71  0.0935
H  -0.35  5.34  -2.88  0.0623
H  -0.50  6.17  -1.32  0.0757
H  -3.50  5.39  -3.48  0.0944
H  -3.73  3.74  -2.87  0.0759
H  -2.32  4.11  -3.85  0.0720

Values from the calculation:
**Net charge**: +1
**Energy relative to the best compared isomer or geometry (same formula, charge and spin)**: 17.3 kcal/mol
**HOMO energy**: -0.36552 Eh
**Total energy**: -5818.577724 hartree
**Frontier orbital gap**: 0.2591 Ha